1.
The following is a quantum chemistry calculation of a structure of composition C36H36BaN2OPSeSi, from the Open Molecules 2025 dataset.

Its largest force on an atom is 0.56 eV/Å. Its HOMO energy is -0.118 Eh.

ORCA input file:
```
! RIJCOSX wB97M-V def2-TZVPD def2/J DEFGRID3
* xyz -1 1
Ba 1.222 0.148 -0.050
O 1.246 2.671 -0.672
C 0.443 2.656 0.285
C -0.195 3.958 0.639
C 0.551 5.118 0.818
C -0.066 6.291 1.226
C -1.441 6.315 1.421
C -2.196 5.167 1.214
C -1.582 3.974 0.844
P -2.455 2.377 0.598
C -2.348 2.170 -1.224
C -1.930 3.170 -2.100
C -1.863 2.928 -3.464
C -2.213 1.683 -3.971
C -2.630 0.680 -3.108
C -2.691 0.922 -1.742
C -4.206 2.926 0.771
C -5.015 3.342 -0.284
C -6.328 3.735 -0.057
C -6.850 3.725 1.228
C -6.055 3.309 2.288
C -4.749 2.903 2.056
H 1.619 5.084 0.638
H 0.520 7.188 1.381
H -1.931 7.231 1.728
H -3.270 5.205 1.347
H -1.638 4.139 -1.715
H -1.522 3.710 -4.131
H -2.147 1.492 -5.035
H -2.884 -0.302 -3.486
H -2.989 0.122 -1.074
H -4.617 3.358 -1.291
H -6.944 4.052 -0.890
H -7.873 4.032 1.403
H -6.456 3.289 3.294
H -4.136 2.560 2.882
C 4.676 -4.974 -0.854
N 3.385 -4.609 -0.318
C 2.601 -3.592 -0.775
Se 2.957 -2.461 -2.162
N 1.514 -3.546 0.026
C 1.571 -4.543 0.978
C 0.701 -4.911 1.989
C 1.077 -5.988 2.782
C 2.276 -6.669 2.567
C 3.145 -6.300 1.548
C 2.769 -5.226 0.760
H 5.012 -4.167 -1.501
H 4.608 -5.898 -1.432
H 5.385 -5.103 -0.037
H 0.756 -2.849 -0.087
H -0.228 -4.380 2.145
H 0.424 -6.307 3.584
H 2.534 -7.504 3.206
H 4.073 -6.830 1.379
C 5.360 0.541 -1.279
Si 4.584 0.077 0.423
C 5.268 1.534 1.490
C 5.754 -1.347 0.986
H 6.453 0.616 -1.200
H 4.986 1.513 -1.617
H 5.130 -0.191 -2.056
H 6.347 1.680 1.342
H 5.099 1.355 2.556
H 4.767 2.473 1.236
H 6.808 -1.082 0.836
H 5.556 -2.266 0.424
H 5.610 -1.574 2.047
C -3.295 -3.151 -1.324
C -3.183 -2.626 -0.042
C -2.004 -2.001 0.352
C -0.876 -1.846 -0.480
C -1.048 -2.404 -1.764
C -2.216 -3.037 -2.188
H -4.207 -3.645 -1.639
H -4.018 -2.701 0.649
H -1.981 -1.592 1.362
H -0.230 -2.351 -2.484
H -2.279 -3.445 -3.192
*
```

***

2.
The following is a quantum chemistry calculation of the molecule C18H12F2N4O2S at a distorted geometry, from the Open Molecules 2025 dataset.

Its largest force on an atom is 4.70 eV/Å. Its SMILES is COc1cc(N)ccc1-c1nc2snc(-c3c(F)cccc3F)c2c(=O)[nH]1. Its HOMO energy is -0.310 Eh.

ORCA input file:
```
! RIJCOSX wB97M-V def2-TZVPD def2/J DEFGRID3
* xyz 0 1
C -1.025 0.597 -3.125
O -1.896 0.357 -2.004
C -2.218 -1.005 -1.910
C -3.285 -1.481 -2.634
C -3.675 -2.822 -2.597
N -4.701 -3.415 -3.290
C -3.132 -3.637 -1.557
C -2.044 -3.171 -0.823
C -1.598 -1.840 -0.938
C -0.348 -1.289 -0.226
N 0.199 -2.084 0.686
C 1.096 -1.457 1.547
S 1.856 -2.195 2.882
N 2.761 -0.708 3.334
C 2.456 0.171 2.460
C 2.829 1.533 2.564
C 1.992 2.360 3.353
F 0.856 1.901 4.050
C 2.254 3.767 3.472
C 3.312 4.329 2.686
C 4.097 3.511 1.977
C 3.855 2.219 1.871
F 4.691 1.669 0.950
C 1.563 -0.204 1.422
C 1.068 0.644 0.442
O 1.497 1.746 0.149
N 0.028 0.122 -0.263
H -1.575 0.570 -4.082
H -0.212 -0.095 -3.048
H -0.570 1.594 -3.285
H -3.886 -0.736 -3.267
H -5.206 -2.803 -3.900
H -5.157 -4.275 -2.927
H -3.431 -4.658 -1.445
H -1.616 -3.792 -0.092
H 1.603 4.448 4.052
H 3.366 5.436 2.614
H 4.885 3.974 1.509
H -0.688 0.720 -0.609
*
```

***

3.
The following is a quantum chemistry calculation of a structure of composition C30H28CaN6OSe2 at a distorted geometry, from the Open Molecules 2025 dataset.

Its largest force on an atom is 2.59 eV/Å. Its HOMO energy is -0.222 Eh.

ORCA input file:
```
! RIJCOSX wB97M-V def2-TZVPD def2/J DEFGRID3
* xyz 0 1
Ca -0.805 0.307 -0.112
C 3.596 -0.778 -1.284
C 2.253 -0.098 -1.377
N 1.617 0.313 -0.327
N 2.176 0.162 0.877
C 1.396 0.543 1.894
O 0.185 0.999 1.739
C 2.071 0.401 3.206
C 3.398 -0.016 3.255
C 4.038 -0.140 4.469
C 3.371 0.310 5.621
C 2.025 0.707 5.592
C 1.391 0.807 4.355
C 1.503 0.258 -2.644
C 2.222 0.161 -3.823
C 1.564 0.546 -4.986
C 0.243 0.940 -4.931
C -0.347 1.011 -3.727
N 0.243 0.710 -2.538
H 3.883 -0.948 -0.237
H 4.314 -0.158 -1.841
H 3.498 -1.761 -1.745
H 3.962 -0.223 2.338
H 5.056 -0.450 4.516
H 3.913 0.286 6.541
H 1.574 1.053 6.522
H 0.417 1.177 4.247
H 3.259 -0.137 -3.830
H 2.172 0.556 -5.874
H -0.252 1.262 -5.866
H -1.359 1.362 -3.649
Se -3.231 2.820 -2.010
Se -3.746 2.582 0.246
C -4.166 0.658 0.359
C -5.332 0.350 0.997
C -5.523 -0.986 1.344
C -4.592 -1.962 0.989
C -3.530 -1.546 0.233
N -3.281 -0.269 -0.058
C -1.438 3.367 -1.582
C -0.865 4.437 -2.249
C 0.431 4.829 -1.981
C 1.068 4.231 -0.874
C 0.396 3.198 -0.233
N -0.803 2.741 -0.588
H -6.024 1.168 1.309
H -6.329 -1.208 2.001
H -4.696 -2.981 1.300
H -2.794 -2.285 -0.071
H -1.478 5.070 -2.955
H 0.942 5.595 -2.575
H 2.077 4.530 -0.539
H 0.840 2.743 0.635
C -0.595 -2.120 2.360
C -0.581 -2.865 1.075
C -0.862 -4.210 0.904
C -0.882 -4.441 -0.508
C -0.702 -3.197 -1.103
C -0.672 -2.834 -2.549
N -0.467 -2.188 -0.117
H -1.441 -2.421 3.009
H -0.741 -1.049 2.153
H 0.301 -2.290 2.966
H -1.064 -4.944 1.637
H -1.031 -5.318 -1.068
H -0.656 -3.744 -3.129
H 0.362 -2.403 -2.743
H -1.474 -2.216 -2.964
*
```

***

4.
The following is a quantum chemistry calculation of the molecule C6H9N at a distorted geometry, from the Open Molecules 2025 dataset.

Its largest force on an atom is 1.12 eV/Å. Its HOMO energy is -0.324 Eh.

ORCA input file:
```
! RIJCOSX wB97M-V def2-TZVPD def2/J DEFGRID3
* xyz 0 1
C 1.616 1.254 0.627
C 0.597 0.488 -0.225
C -0.557 -0.097 0.613
C -1.771 -0.445 -0.254
C -1.807 -1.546 -1.216
C 1.268 -0.590 -0.972
N 1.800 -1.455 -1.526
H 2.433 1.641 0.012
H 2.043 0.608 1.401
H 1.120 2.099 1.114
H -0.841 0.650 1.365
H -0.201 -0.984 1.152
H -2.547 -0.976 0.362
H -2.287 0.458 -0.606
H -1.043 -2.281 -0.879
H 0.176 1.176 -0.970
*
```

***

5.
The following is a quantum chemistry calculation of a structure of composition C5H13N4OS at a distorted geometry, from the Open Molecules 2025 dataset.

Its largest force on an atom is 5.10 eV/Å. Its HOMO energy is -0.501 Eh.

ORCA input file:
```
! RIJCOSX wB97M-V def2-TZVPD def2/J DEFGRID3
* xyz 1 1
C 0.511 0.208 -1.564
C -0.408 -1.602 1.543
C 0.817 -1.851 0.669
C -1.518 -0.936 0.684
C 1.619 -0.578 0.561
N -1.507 0.550 0.811
N 0.897 0.366 -0.316
N 0.981 -0.589 -2.537
N -0.615 0.944 -1.664
O -1.044 4.204 0.621
S -0.619 1.443 0.039
H -0.876 -2.536 2.042
H 0.034 -0.991 2.330
H 1.337 -2.674 1.165
H 0.527 -2.212 -0.247
H -1.398 -1.218 -0.331
H -2.650 -1.064 1.159
H 1.719 -0.014 1.492
H 2.638 -0.707 0.193
H 1.784 -1.316 -2.273
H 0.729 -0.410 -3.479
H -1.454 4.696 1.391
H -0.855 1.389 -2.469
H -0.648 4.898 0.181
*
```

***

6.
The following is a quantum chemistry calculation of a structure of composition C6H12N3OS at a distorted geometry, from the Open Molecules 2025 dataset.

Its largest force on an atom is 3.71 eV/Å. Its HOMO energy is -0.301 Eh.

ORCA input file:
```
! RIJCOSX wB97M-V def2-TZVPD def2/J DEFGRID3
* xyz 1 1
C 1.439 -3.034 3.552
C -0.234 2.628 -3.493
C -1.453 -5.456 2.285
C -0.148 1.686 -2.600
C 1.233 -0.887 4.954
C -0.454 4.843 -4.545
N 1.360 -2.061 4.186
N -0.400 3.419 -4.364
N 0.982 0.941 -2.398
O -1.254 1.187 -1.942
S -1.042 -3.841 2.369
H 0.596 -3.623 2.798
H -2.484 -5.786 2.366
H -0.656 -6.059 2.630
H 0.514 -0.262 4.327
H 0.717 -1.282 5.935
H 2.222 -0.529 4.988
H 0.437 5.069 -5.167
H -0.554 5.384 -3.492
H -1.187 5.081 -5.305
H 1.673 0.797 -3.074
H 0.833 0.308 -1.710
H -2.142 1.477 -2.300
*
```

***

Repeat the sixth record exactly.
The following is a quantum chemistry calculation of a structure of composition C6H12N3OS at a distorted geometry, from the Open Molecules 2025 dataset.

Its largest force on an atom is 3.71 eV/Å. Its HOMO energy is -0.301 Eh.

ORCA input file:
```
! RIJCOSX wB97M-V def2-TZVPD def2/J DEFGRID3
* xyz 1 1
C 1.439 -3.034 3.552
C -0.234 2.628 -3.493
C -1.453 -5.456 2.285
C -0.148 1.686 -2.600
C 1.233 -0.887 4.954
C -0.454 4.843 -4.545
N 1.360 -2.061 4.186
N -0.400 3.419 -4.364
N 0.982 0.941 -2.398
O -1.254 1.187 -1.942
S -1.042 -3.841 2.369
H 0.596 -3.623 2.798
H -2.484 -5.786 2.366
H -0.656 -6.059 2.630
H 0.514 -0.262 4.327
H 0.717 -1.282 5.935
H 2.222 -0.529 4.988
H 0.437 5.069 -5.167
H -0.554 5.384 -3.492
H -1.187 5.081 -5.305
H 1.673 0.797 -3.074
H 0.833 0.308 -1.710
H -2.142 1.477 -2.300
*
```